(1)
{"formula": "C25H18AsBCoF4NO4S", "method": "ωB97M-V/def2-TZVPD", "lumo_ev": [-1.6, -1.9], "e_homo_ha": [-0.301, -0.301], "e_above_lowest_ev": 0.465, "charge": 0, "orbital_gap_ev": [6.5, 6.2], "elements": ["Co", "S", "C", "C", "C", "C", "C", "C", "As", "C", "C", "C", "C", "C", "C", "C", "C", "C", "C", "C", "C", "H", "H", "H", "H", "H", "H", "H", "H", "H", "H", "H", "H", "H", "H", "O", "C", "O", "C", "C", "C", "C", "C", "C", "N", "O", "O", "H", "H", "H", "H", "F", "B", "F", "F", "F"], "xyz": [[0.943, 1.809, -1.107], [-0.611, 3.015, -1.955], [-2.131, 2.129, -1.862], [-3.333, 2.790, -2.153], [-4.526, 2.110, -2.039], [-4.561, 0.776, -1.625], [-3.376, 0.109, -1.347], [-2.169, 0.777, -1.497], [-0.453, 0.022, -1.153], [-0.638, -0.820, 0.573], [-1.041, -0.044, 1.658], [-1.161, -0.624, 2.911], [-0.880, -1.973, 3.083], [-0.484, -2.746, 2.001], [-0.359, -2.171, 0.742], [0.016, -1.374, -2.372], [1.341, -1.513, -2.765], [1.685, -2.534, -3.636], [0.713, -3.406, -4.107], [-0.609, -3.261, -3.712], [-0.964, -2.241, -2.841], [-3.316, 3.828, -2.456], [-5.451, 2.625, -2.263], [-5.509, 0.266, -1.522], [-3.391, -0.918, -1.003], [-1.261, 1.008, 1.525], [-1.475, -0.021, 3.754], [-0.973, -2.423, 4.063], [-0.269, -3.798, 2.135], [-0.040, -2.773, -0.100], [2.094, -0.815, -2.424], [2.712, -2.633, -3.962], [0.984, -4.195, -4.796], [-1.368, -3.933, -4.088], [-2.001, -2.121, -2.550], [2.311, 0.896, 0.005], [1.773, 1.457, 1.003], [0.815, 2.264, 0.758], [2.175, 1.145, 2.389], [3.242, 0.283, 2.622], [3.590, -0.051, 3.922], [2.869, 0.463, 4.988], [1.807, 1.311, 4.725], [1.445, 1.673, 3.444], [1.017, 1.834, 5.857], [1.374, 1.533, 6.976], [0.054, 2.525, 5.594], [3.784, -0.118, 1.777], [4.421, -0.717, 4.108], [3.109, 0.215, 6.011], [0.611, 2.337, 3.269], [1.447, 2.954, -4.511], [1.464, 1.621, -4.222], [1.878, 1.532, -2.707], [0.231, 1.007, -4.265], [2.448, 0.908, -4.850]]}

***

(2)
{"formula": "C25H18Br2HfN4O3S8", "method": "ωB97M-V/def2-TZVPD", "lumo_ev": 3.4, "e_homo_ha": -0.067, "e_above_lowest_ev": 0.000, "charge": -2, "orbital_gap_ev": 5.3, "elements": ["Hf", "C", "C", "N", "N", "C", "O", "C", "C", "C", "C", "C", "C", "C", "C", "C", "C", "C", "N", "H", "H", "H", "H", "H", "H", "H", "H", "H", "H", "H", "H", "S", "C", "S", "S", "Br", "Br", "C", "C", "N", "C", "C", "C", "C", "O", "O", "H", "H", "H", "C", "S", "C", "C", "S", "S", "C", "S", "S", "H", "H", "H"], "xyz": [[-0.090, 0.576, -0.666], [-2.082, 2.027, 3.389], [-1.563, 1.908, 1.990], [-0.781, 0.969, 1.609], [-0.363, 0.066, 2.549], [0.128, -0.984, 1.936], [0.097, -1.167, 0.681], [0.813, -2.016, 2.764], [1.282, -3.162, 2.134], [2.006, -4.104, 2.852], [2.269, -3.903, 4.199], [1.797, -2.757, 4.833], [1.071, -1.816, 4.118], [-1.952, 2.870, 0.950], [-2.737, 3.977, 1.241], [-3.067, 4.860, 0.226], [-2.586, 4.612, -1.044], [-1.795, 3.491, -1.251], [-1.494, 2.625, -0.285], [-1.935, 1.082, 3.902], [-3.141, 2.285, 3.388], [-1.540, 2.805, 3.935], [1.077, -3.287, 1.078], [2.376, -4.992, 2.354], [2.847, -4.632, 4.754], [2.006, -2.594, 5.883], [0.708, -0.910, 4.585], [-3.083, 4.140, 2.251], [-3.687, 5.724, 0.430], [-2.811, 5.262, -1.878], [-1.391, 3.260, -2.230], [-3.457, -2.492, -2.318], [-2.280, -1.485, -1.710], [-0.604, -1.596, -2.070], [-2.622, -0.132, -0.666], [1.387, 2.790, -1.392], [6.037, -1.556, 3.491], [5.391, -1.403, 1.712], [6.121, -1.957, 0.674], [5.716, -1.902, -0.592], [4.555, -1.294, -0.846], [3.775, -0.704, 0.136], [4.200, -0.757, 1.453], [2.454, -0.071, -0.180], [1.901, -0.314, -1.286], [1.899, 0.634, 0.693], [7.062, -2.457, 0.871], [4.215, -1.276, -1.874], [3.591, -0.313, 2.230], [-1.110, -1.757, -5.515], [-1.684, -0.336, -6.477], [-2.769, 0.414, -5.324], [-2.418, 1.056, -4.176], [-0.821, 1.407, -3.612], [-3.818, 1.731, -3.337], [-5.048, 1.376, -4.472], [-6.626, 1.888, -4.340], [-4.464, 0.399, -5.749], [-0.475, -2.350, -6.176], [-1.953, -2.350, -5.166], [-0.537, -1.407, -4.662]]}

***

(3)
{"formula": "C25H18Br4InN4O4", "method": "ωB97M-V/def2-TZVPD", "lumo_ev": [1.0, 1.7], "e_homo_ha": [-0.166, -0.166], "e_above_lowest_ev": 2.482, "charge": -1, "orbital_gap_ev": [5.5, 6.2], "elements": ["In", "C", "C", "C", "C", "C", "C", "N", "N", "C", "C", "C", "C", "C", "N", "H", "H", "H", "H", "H", "H", "H", "H", "H", "Br", "C", "C", "Br", "C", "Br", "C", "O", "C", "O", "C", "Br", "O", "O", "C", "C", "C", "C", "C", "C", "C", "C", "N", "H", "H", "H", "H", "H", "H", "H", "H", "H"], "xyz": [[-0.606, -0.687, 0.659], [0.322, 4.421, 3.195], [0.407, 3.066, 3.485], [-0.035, 2.127, 2.574], [-0.563, 2.519, 1.339], [-0.644, 3.894, 1.054], [-0.204, 4.826, 1.972], [-1.009, 1.549, 0.451], [-1.188, 1.998, -0.774], [-1.836, 1.358, -1.718], [-1.648, 1.809, -3.064], [-2.257, 1.206, -4.115], [-3.125, 0.104, -3.893], [-3.358, -0.278, -2.616], [-2.784, 0.361, -1.570], [0.660, 5.155, 3.915], [0.831, 2.737, 4.425], [0.049, 1.078, 2.813], [-1.047, 4.201, 0.100], [-0.264, 5.882, 1.739], [-0.968, 2.639, -3.188], [-2.084, 1.560, -5.122], [-3.593, -0.418, -4.714], [-4.012, -1.092, -2.341], [3.533, -1.241, 6.398], [2.026, -1.185, 5.253], [0.742, -1.186, 5.776], [0.472, -1.253, 7.648], [-0.353, -1.145, 4.903], [-2.131, -1.117, 5.561], [-0.204, -1.129, 3.520], [-1.217, -1.082, 2.694], [1.126, -1.132, 2.978], [1.274, -1.100, 1.680], [2.200, -1.144, 3.863], [3.928, -1.111, 3.088], [-3.179, -0.027, -0.318], [-2.561, -1.298, -0.041], [-0.316, -3.513, -1.208], [0.622, -2.865, -2.175], [1.197, -3.595, -3.194], [2.091, -3.020, -4.094], [2.434, -1.674, -3.964], [1.870, -0.888, -2.987], [2.244, 0.550, -2.811], [0.900, -1.447, -2.059], [0.303, -0.636, -1.226], [-0.378, -4.586, -1.387], [-1.317, -3.085, -1.269], [0.021, -3.342, -0.180], [0.957, -4.650, -3.289], [2.524, -3.621, -4.884], [3.161, -1.238, -4.643], [2.904, 0.890, -3.610], [2.741, 0.688, -1.849], [1.342, 1.164, -2.783]]}

***

(4)
{"formula": "C25H18BrI2N3O3ReSe3Te", "method": "ωB97M-V/def2-TZVPD", "lumo_ev": [-1.2, -1.6], "e_homo_ha": [-0.259, -0.259], "e_above_lowest_ev": 0.441, "charge": 0, "multiplicity": 4, "orbital_gap_ev": [5.9, 5.5], "elements": ["Re", "O", "C", "C", "C", "C", "C", "C", "C", "O", "N", "N", "C", "C", "Br", "C", "C", "C", "C", "C", "C", "C", "H", "H", "H", "H", "H", "H", "H", "H", "H", "H", "H", "H", "H", "H", "Se", "Se", "Te", "Se", "I", "C", "C", "C", "I", "C", "C", "C", "C", "N", "C", "C", "O", "H", "H", "H", "H"], "xyz": [[-0.839, -1.382, 0.568], [3.881, 0.918, 2.424], [4.252, 0.083, 1.410], [5.571, 0.167, 0.980], [6.029, -0.649, -0.039], [5.171, -1.560, -0.638], [3.852, -1.635, -0.223], [3.380, -0.821, 0.796], [1.931, -0.872, 1.228], [1.188, -1.834, 0.597], [1.354, 0.478, 1.020], [0.014, 0.452, 0.769], [-0.591, 1.603, 0.676], [-1.996, 1.756, 0.515], [-2.961, 0.116, 0.082], [-2.736, 2.871, 0.638], [-2.332, 4.109, 1.292], [-2.975, 5.304, 0.948], [-2.678, 6.484, 1.603], [-1.749, 6.495, 2.634], [-1.123, 5.315, 3.005], [-1.405, 4.135, 2.340], [2.987, 0.719, 2.727], [6.219, 0.881, 1.471], [7.059, -0.574, -0.358], [5.522, -2.215, -1.423], [3.173, -2.349, -0.668], [1.888, -1.034, 2.328], [1.895, 1.101, 0.430], [-0.005, 2.514, 0.719], [-3.757, 2.843, 0.277], [-3.711, 5.307, 0.153], [-3.181, 7.398, 1.321], [-1.524, 7.416, 3.153], [-0.423, 5.311, 3.829], [-0.947, 3.214, 2.675], [-0.960, -1.721, 2.971], [0.452, -3.514, 3.349], [0.043, -5.319, 1.609], [1.782, -5.392, -0.009], [-4.155, -5.363, 0.017], [-3.299, -4.134, -1.449], [-3.652, -4.248, -2.796], [-2.986, -3.527, -3.755], [-3.599, -3.725, -5.760], [-1.923, -2.663, -3.414], [-1.082, -1.976, -4.315], [-0.092, -1.164, -3.829], [0.040, -0.976, -2.449], [-0.734, -1.588, -1.579], [-1.664, -2.468, -2.037], [-2.340, -3.223, -1.033], [-1.977, -3.071, 0.217], [-4.453, -4.919, -3.074], [-1.212, -2.111, -5.379], [0.583, -0.653, -4.500], [0.795, -0.312, -2.049]]}

***

(5)
{"formula": "C25H18BrN3O3RuS9", "method": "ωB97M-V/def2-TZVPD", "lumo_ev": [2.0, 2.1], "e_homo_ha": [-0.151, -0.150], "e_above_lowest_ev": 0.930, "charge": -1, "multiplicity": 2, "orbital_gap_ev": [6.1, 6.2], "elements": ["Ru", "S", "C", "S", "C", "C", "S", "S", "S", "O", "C", "C", "C", "C", "C", "S", "C", "C", "C", "C", "S", "C", "C", "C", "C", "S", "H", "H", "H", "H", "H", "H", "H", "H", "H", "S", "C", "N", "C", "C", "N", "H", "H", "H", "H", "H", "H", "Br", "C", "C", "N", "C", "C", "C", "C", "O", "O", "H", "H", "H"], "xyz": [[0.163, -0.530, 0.548], [-7.122, 0.795, -0.209], [-5.503, 0.481, -0.054], [-4.862, -0.789, 0.917], [-3.170, -0.489, 0.600], [-2.901, 0.501, -0.224], [-1.269, 0.945, -0.651], [-4.272, 1.387, -0.846], [-1.929, -1.438, 1.369], [1.214, 1.372, 0.105], [1.520, 2.003, 1.288], [0.573, 1.414, 2.335], [0.636, 0.155, 2.903], [-0.479, -0.115, 3.762], [-1.348, 0.915, 3.808], [-0.851, 2.230, 2.824], [1.266, 3.508, 1.161], [0.258, 4.088, 0.453], [0.222, 5.506, 0.602], [1.212, 5.966, 1.417], [2.190, 4.690, 2.003], [2.993, 1.819, 1.686], [4.039, 1.919, 0.824], [5.302, 1.741, 1.451], [5.187, 1.514, 2.790], [3.551, 1.516, 3.280], [1.506, -0.485, 2.858], [-0.618, -1.052, 4.281], [-2.289, 0.971, 4.335], [-0.433, 3.506, -0.145], [-0.506, 6.145, 0.121], [1.426, 6.983, 1.707], [3.894, 2.099, -0.233], [6.249, 1.787, 0.931], [5.966, 1.317, 3.510], [3.051, -1.234, 0.394], [2.642, -1.327, -1.237], [2.978, -2.316, -2.098], [2.201, -2.216, -3.336], [1.670, -0.769, -3.274], [1.942, -0.400, -1.896], [3.247, -3.209, -1.721], [1.379, -2.932, -3.334], [2.830, -2.393, -4.207], [0.600, -0.722, -3.475], [2.193, -0.107, -3.967], [1.861, 0.536, -1.500], [3.430, -7.408, 1.154], [2.093, -6.467, 0.201], [1.481, -7.072, -0.885], [0.568, -6.448, -1.629], [0.239, -5.200, -1.288], [0.776, -4.542, -0.191], [1.733, -5.189, 0.575], [0.390, -3.135, 0.144], [0.559, -2.720, 1.309], [-0.038, -2.400, -0.793], [1.731, -8.090, -1.162], [-0.497, -4.699, -1.905], [2.168, -4.683, 1.427]]}

***

(6)
{"formula": "C25H18HfIN2O3", "method": "ωB97M-V/def2-TZVPD", "lumo_ev": -4.1, "e_homo_ha": -0.409, "e_above_lowest_ev": 1.374, "charge": 1, "orbital_gap_ev": 7.0, "elements": ["Hf", "C", "O", "C", "C", "C", "C", "C", "C", "N", "N", "C", "O", "C", "C", "C", "C", "C", "C", "C", "O", "H", "H", "H", "H", "H", "H", "H", "H", "H", "H", "H", "H", "I", "C", "C", "C", "C", "C", "C", "C", "C", "C", "C", "H", "H", "H", "H", "H", "H"], "xyz": [[0.156, 0.301, -0.178], [-2.983, -3.929, 1.806], [-2.438, -2.774, 1.193], [-3.207, -1.850, 0.576], [-4.536, -1.965, 0.204], [-5.201, -0.909, -0.416], [-4.542, 0.256, -0.706], [-3.172, 0.382, -0.420], [-2.505, 1.617, -0.690], [-1.231, 1.658, -0.927], [-0.590, 2.888, -0.823], [0.253, 2.943, 0.165], [0.508, 1.905, 0.934], [0.939, 4.228, 0.380], [2.244, 4.275, 0.867], [2.906, 5.487, 0.944], [2.254, 6.660, 0.598], [0.932, 6.624, 0.181], [0.278, 5.414, 0.056], [-2.494, -0.655, 0.271], [-1.260, -0.528, 0.747], [-2.446, -4.788, 1.406], [-4.050, -4.055, 1.632], [-2.803, -3.861, 2.882], [-5.084, -2.872, 0.398], [-6.242, -1.014, -0.668], [-5.047, 1.080, -1.179], [-3.065, 2.551, -0.650], [2.746, 3.366, 1.171], [3.933, 5.512, 1.275], [2.779, 7.601, 0.648], [0.414, 7.541, -0.050], [-0.746, 5.367, -0.279], [3.066, 0.934, -0.462], [3.371, -1.219, -0.363], [4.625, -1.650, -0.042], [4.876, -3.028, 0.001], [3.881, -3.909, -0.315], [2.594, -3.462, -0.682], [1.585, -4.368, -1.072], [0.335, -3.926, -1.397], [0.014, -2.562, -1.283], [0.952, -1.604, -0.918], [2.282, -2.066, -0.658], [5.410, -0.942, 0.172], [5.861, -3.370, 0.274], [4.066, -4.972, -0.290], [1.820, -5.420, -1.106], [-0.425, -4.622, -1.717], [-1.015, -2.268, -1.490]]}

***

(7)
{"formula": "C25H19AsMoN2O3PS4", "method": "ωB97M-V/def2-TZVPD", "lumo_ev": -6.0, "e_homo_ha": -0.413, "e_above_lowest_ev": 3.042, "charge": 1, "orbital_gap_ev": 5.2, "elements": ["Mo", "O", "N", "N", "O", "C", "C", "C", "C", "C", "C", "H", "H", "H", "H", "H", "O", "C", "C", "C", "C", "C", "C", "C", "P", "C", "C", "C", "C", "C", "C", "C", "C", "C", "C", "C", "C", "H", "H", "H", "H", "H", "H", "H", "H", "H", "H", "H", "H", "H", "H", "S", "As", "S", "S", "S"], "xyz": [[0.436, -0.678, 0.149], [0.816, -2.373, 0.980], [-0.156, -2.560, 0.101], [-2.302, -1.781, 0.150], [-1.657, -0.840, -0.625], [-3.718, -1.806, 0.087], [-4.333, -0.964, -0.831], [-5.699, -1.043, -1.018], [-6.451, -1.941, -0.279], [-5.833, -2.745, 0.665], [-4.463, -2.691, 0.858], [-3.735, -0.253, -1.380], [-6.166, -0.403, -1.748], [-7.516, -2.007, -0.429], [-6.425, -3.434, 1.249], [-3.989, -3.321, 1.592], [-1.776, -3.648, 1.416], [-1.532, -2.733, 0.675], [-0.083, -3.436, -1.024], [-0.059, -4.817, -0.926], [-0.162, -5.556, -2.096], [-0.339, -4.933, -3.325], [-0.372, -3.553, -3.419], [-0.244, -2.798, -2.260], [0.100, -1.018, -2.255], [1.616, -1.081, -3.258], [1.688, -0.622, -4.569], [2.866, -0.786, -5.281], [3.963, -1.392, -4.688], [3.886, -1.865, -3.385], [2.711, -1.722, -2.676], [-1.036, 0.113, -3.064], [-0.680, 1.444, -2.831], [-1.443, 2.462, -3.363], [-2.561, 2.144, -4.123], [-2.916, 0.821, -4.346], [-2.163, -0.213, -3.811], [0.030, -5.291, 0.041], [-0.118, -6.632, -2.043], [-0.437, -5.523, -4.221], [-0.492, -3.049, -4.367], [0.830, -0.151, -5.028], [2.921, -0.442, -6.302], [4.879, -1.509, -5.245], [4.732, -2.353, -2.925], [2.629, -2.114, -1.662], [0.212, 1.665, -2.240], [-1.163, 3.489, -3.188], [-3.166, 2.935, -4.536], [-3.785, 0.598, -4.946], [-2.455, -1.242, -3.975], [1.057, 3.775, -0.427], [1.361, 2.399, 1.064], [2.414, 0.275, -0.011], [-0.561, 1.015, 1.253], [2.326, 2.792, 2.826]]}

***

(8)
{"formula": "C25H19BF4NOOsS3", "method": "ωB97M-V/def2-TZVPD", "lumo_ev": [-4.7, -6.1], "e_homo_ha": [-0.409, -0.409], "e_above_lowest_ev": 0.854, "charge": 1, "multiplicity": 5, "orbital_gap_ev": [6.4, 5.0], "elements": ["Os", "N", "C", "C", "C", "C", "C", "C", "C", "C", "C", "C", "C", "C", "H", "H", "H", "H", "H", "H", "H", "H", "H", "H", "F", "B", "F", "F", "F", "O", "C", "C", "C", "C", "C", "S", "C", "C", "C", "C", "S", "C", "C", "C", "C", "S", "H", "H", "H", "H", "H", "H", "H", "H", "H"], "xyz": [[1.143, -0.424, 0.536], [2.609, 1.575, 0.065], [2.293, 2.179, -1.172], [2.144, 3.563, -1.235], [1.911, 4.200, -2.439], [1.843, 3.456, -3.607], [1.959, 2.081, -3.551], [2.150, 1.408, -2.342], [2.067, -0.066, -2.384], [2.579, -0.736, -3.505], [2.369, -2.084, -3.711], [1.595, -2.815, -2.825], [1.120, -2.193, -1.683], [1.387, -0.850, -1.438], [2.671, 2.260, 0.813], [3.457, 1.014, 0.030], [2.235, 4.150, -0.335], [1.801, 5.271, -2.464], [1.685, 3.940, -4.558], [1.858, 1.507, -4.460], [3.161, -0.178, -4.222], [2.800, -2.568, -4.573], [1.366, -3.852, -3.008], [0.548, -2.776, -0.967], [3.889, -2.864, 2.316], [2.992, -2.743, 1.361], [3.087, -1.195, 0.804], [3.103, -3.486, 0.266], [1.675, -2.634, 1.797], [-0.586, 0.373, 0.495], [-1.706, 0.012, 1.249], [-2.934, 0.106, 0.380], [-2.981, 0.087, -0.982], [-4.299, 0.164, -1.470], [-5.225, 0.250, -0.469], [-4.518, 0.250, 1.080], [-1.880, 0.987, 2.386], [-2.649, 0.833, 3.506], [-2.636, 1.980, 4.318], [-1.862, 2.977, 3.802], [-1.126, 2.535, 2.312], [-1.534, -1.379, 1.806], [-0.781, -1.741, 2.893], [-0.917, -3.106, 3.211], [-1.779, -3.751, 2.379], [-2.406, -2.730, 1.160], [-2.094, 0.010, -1.584], [-4.552, 0.148, -2.513], [-6.290, 0.315, -0.553], [-3.190, -0.067, 3.737], [-3.187, 2.060, 5.236], [-1.684, 3.953, 4.210], [-0.190, -1.046, 3.467], [-0.401, -3.583, 4.022], [-2.090, -4.775, 2.414]]}